Entry 1:
This record from the OMol25 dataset describes a molecular structure, C13H16AuBr2N3S2. The level of theory is ωB97M-V with the def2-TZVPD basis set.

The geometry in XYZ format:
```
37
Properties=species:S:1:pos:R:3
Au 0.69370 -0.15105 -0.40160
Br -0.55885 0.89527 3.44743
C 1.30605 1.18534 3.82840
Br 2.46007 0.79332 2.33037
H 1.58900 0.52806 4.63840
H 1.43907 2.22715 4.08176
C -0.24586 2.81569 -0.94382
C -1.37532 2.04303 -0.34220
C -2.61188 2.65163 -0.06895
C -3.61428 1.92956 0.50767
C -3.39911 0.57334 0.83386
C -4.39195 -0.23072 1.45745
C -4.14775 -1.54933 1.79016
C -2.91161 -2.10878 1.51341
C -1.89773 -1.35189 0.88782
S -0.40630 -2.08205 0.61552
C -2.15189 0.01913 0.53694
N -1.17548 0.75634 -0.05259
H -0.54906 3.83035 -1.18871
H 0.11071 2.33637 -1.85715
H 0.58568 2.86869 -0.23571
H -2.74721 3.69445 -0.31974
H -4.57194 2.38784 0.72551
H -5.35494 0.21577 1.67557
H -4.91330 -2.14398 2.26909
H -2.70570 -3.13825 1.78038
C 5.41971 -1.53365 -2.19578
N 4.14207 -1.92535 -2.80727
C 2.94879 -1.62071 -2.34127
N 1.86360 -2.02497 -2.99653
S 2.87379 -0.68295 -0.87926
H 6.21795 -1.92018 -2.82108
H 5.51311 -1.95894 -1.19931
H 5.50242 -0.45067 -2.14601
H 4.19015 -2.47373 -3.65403
H 1.92549 -2.58990 -3.82989
H 0.94879 -1.81422 -2.63886
```

Computed properties:
HOMO-LUMO gap (alpha / beta)	8.09 / 6.33	eV
HOMO energy (alpha / beta)	-15.1153 / -15.5931	eV
2S+1	3
total charge	+2
<S²>	2.037



Entry 2:
This record from the OMol25 dataset describes 2 unconnected molecules or ions with the total composition C7H12N4O in a non-equilibrium geometry. The level of theory is ωB97M-V with the def2-TZVPD basis set.

The geometry in XYZ format:
```
24
Properties=species:S:1:pos:R:3
H -0.99769 -3.61486 -3.79707
N -1.41342 -3.18879 -2.96196
C -0.46262 -2.91814 -2.17938
N 0.91233 -3.10555 -2.33128
C 1.40935 -2.89834 -1.18433
N 0.41790 -2.66607 -0.12593
O -0.70729 -2.33967 -0.98005
H 2.46848 -2.96708 -0.92635
H 0.65861 -1.75686 0.25065
C -1.12039 0.65863 1.91135
C 0.23815 0.74032 1.24183
C 0.44326 1.91205 0.27225
C 0.41328 3.26395 0.99174
C -0.51947 1.88504 -0.84391
N -1.35235 1.89265 -1.64872
H -1.22008 -0.26273 2.49597
H -1.90954 0.67213 1.15765
H -1.33282 1.47179 2.60852
H 1.01923 0.81295 2.00324
H 0.41175 -0.17216 0.67797
H 1.43644 1.77007 -0.18219
H 1.15048 3.28907 1.79766
H 0.62636 4.08721 0.28775
H -0.56996 3.43437 1.46460
```

Computed properties:
HOMO-LUMO gap	10.01	eV
structure (SMILES)	[H]/N=c1\nc[nH]o1.CC[C@H](C)C#N
HOMO energy	-9.6931	eV



Entry 3:
This record from the OMol25 dataset describes a molecular structure, C13H30MnN5O7P2 in a non-equilibrium geometry. The level of theory is ωB97M-V with the def2-TZVPD basis set.

The geometry in XYZ format:
```
58
Properties=species:S:1:pos:R:3
Mn 0.86433 0.56565 -0.09538
N 2.89062 4.12511 -2.51068
C 1.90272 2.98439 -2.33385
C 1.37165 2.51126 -3.69247
P 2.84891 1.61366 -1.52669
O 2.58596 1.76131 0.09614
O 4.23423 1.66589 -1.95326
O 1.90569 0.36639 -1.59229
P 0.62466 3.47197 -1.11480
O -0.51739 4.12022 -1.95864
O 1.27209 4.26820 -0.06894
O -0.00780 2.06122 -0.68157
H 3.83827 3.73816 -2.62475
H 2.88802 4.75048 -1.69341
H 2.67071 4.68577 -3.33908
H 2.17031 2.10968 -4.31880
H 0.88470 3.33596 -4.21482
H 0.62698 1.73109 -3.55053
H 2.96784 2.50445 0.59595
H -0.99834 4.86429 -1.55957
N -0.31322 -0.72791 -0.60993
C -1.03015 -1.54575 -1.06387
N -1.77949 -2.42905 -1.54721
C -2.59071 -3.35966 -0.68371
C -2.19899 -4.79624 -1.00003
C -2.32269 -5.08856 -2.49642
C -1.47460 -4.11868 -3.32188
C -1.84801 -2.67174 -3.03415
H -3.63465 -3.17607 -0.93976
H -2.43100 -3.10079 0.36041
H -2.85623 -5.44145 -0.41670
H -1.17536 -4.97752 -0.66136
H -3.37025 -5.03219 -2.80518
H -1.99855 -6.10798 -2.69335
H -1.61870 -4.28132 -4.39027
H -0.41288 -4.26866 -3.10704
H -2.87923 -2.46729 -3.32386
H -1.19249 -1.96400 -3.53618
C -1.28148 1.64202 4.45560
N -0.89802 1.00936 3.17495
C -1.80231 1.33357 2.06394
C 0.24865 0.39457 2.93957
O 0.67851 0.36621 1.67977
N 1.00355 -0.22542 3.82530
C 2.38550 -0.64919 3.52822
C 0.54061 -0.64776 5.16232
H -1.71694 2.61114 4.22030
H -0.42200 1.81541 5.08859
H -2.02340 1.04767 4.98478
H -2.81212 1.39075 2.46004
H -1.78301 0.56169 1.30031
H -1.54729 2.29543 1.61978
H 2.67708 -0.39782 2.51904
H 2.46329 -1.72610 3.66300
H 3.06733 -0.16450 4.22574
H -0.51741 -0.88995 5.15225
H 0.75100 0.10028 5.92194
H 1.09151 -1.54768 5.42248
```

Computed properties:
HOMO-LUMO gap (alpha / beta)	5.04 / 6.21	eV
HOMO energy (alpha / beta)	-18.0253 / -17.9716	eV
2S+1	4
total charge	+3
<S²>	3.837



Entry 4:
This record from the OMol25 dataset describes a single C9H9NOS2 molecule in a non-equilibrium geometry. The level of theory is ωB97M-V with the def2-TZVPD basis set.

The geometry in XYZ format:
```
22
Properties=species:S:1:pos:R:3
C -0.18286 3.14345 -0.31727
C 0.01639 1.93685 0.55960
O 0.38242 1.90984 1.75438
N -0.12088 0.76817 -0.10060
C 0.13362 -0.53833 0.39006
C 0.43030 -0.84572 1.67618
C 0.78281 -2.12585 1.99444
C 0.81829 -3.13255 1.07534
C 0.53463 -2.81664 -0.27204
C 0.11246 -1.52851 -0.60239
S -0.47844 -1.05013 -2.14730
C -0.52448 0.64894 -1.54914
S -2.22957 1.22819 -1.80013
H -0.08253 4.06555 0.39140
H -1.19007 3.23556 -0.48972
H 0.25780 3.11188 -1.24060
H 0.52532 -0.00351 2.29632
H 1.23184 -2.17248 2.96948
H 1.39333 -3.95793 1.37775
H 0.83972 -3.38200 -1.09482
H 0.06155 1.21977 -2.24646
H -2.71164 0.28547 -2.62448
```

Computed properties:
HOMO-LUMO gap	8.65	eV
structure (SMILES)	CC(=O)N1c2ccccc2S[C@H]1S
HOMO energy	-8.1312	eV



Energy relative to the best compared isomer or geometry (same formula, charge and spin) / kJ/mol: 0.0, 203.3, 78.5, 0.0